# 1
The following is a DFT calculation (the ωB97M-V functional and the def2-TZVPD basis) of a molecular structure, C8H14O3S in a non-equilibrium geometry.

Geometry as XYZ:
```
26
Properties=species:S:1:pos:R:3:forces:R:3
C 2.26524 -1.29612 0.08349 0.5 0.6 -1.5
C 2.84568 -0.04841 -0.58144 2.3 1.9 -1.1
C 0.26304 -0.01943 0.58455 0.3 1.5 -0.8
C 0.25698 0.49246 2.02853 3.5 2.3 -4.0
C -1.86009 1.14590 -0.21932 2.4 4.4 0.6
C -2.13525 -1.08794 0.26465 0.3 -0.3 1.5
C -0.65168 -0.40384 -1.71642 -4.0 0.7 -1.6
C -0.96635 -0.11461 -0.26833 -4.3 1.0 0.4
O 2.79120 -2.36012 0.08275 0.4 -0.3 0.4
O 1.94132 2.32945 0.45619 0.8 0.8 0.2
O 0.98696 -1.16147 0.41969 -0.4 -1.5 1.1
S 1.68438 1.39822 -0.66269 -1.2 -1.9 2.1
H 3.92429 0.30493 -0.17057 -2.7 -0.9 -0.6
H 3.03372 -0.21306 -1.70846 -0.3 -0.4 1.8
H 0.49998 -0.27369 2.63428 1.5 -2.8 1.9
H -0.62504 0.78937 2.43653 -2.7 1.6 0.4
H 1.12176 1.31817 2.04546 -1.9 -1.3 0.2
H -1.66551 1.80782 0.74230 -0.7 -1.6 -1.6
H -2.90850 0.98438 -0.35431 -0.4 -0.2 0.2
H -1.60087 1.90547 -1.03562 0.0 -1.0 0.9
H -1.84140 -2.08661 0.13573 0.3 -1.7 -0.5
H -2.39523 -1.06675 1.36046 0.8 0.6 -0.7
H -3.14108 -0.93573 -0.17512 1.0 0.0 -0.4
H 0.22397 -0.88863 -1.77037 3.0 -2.3 -0.6
H -0.54835 0.48458 -2.37088 -0.1 -0.1 0.7
H -1.49917 -1.00435 -2.24110 1.5 0.7 1.1
```
Forces are in eV/Å.

Results
ΔE to the lowest compared entry with this formula, charge and spin (kcal per mole): 60.52
Orbital gap (spin up / spin down) (eV): 8.717 / 8.716
Spin multiplicity: 1

# 2
The following is a DFT calculation (the ωB97M-V functional and the def2-TZVPD basis) of a single C2H4N2O2S molecule in a non-equilibrium geometry.

Geometry as XYZ:
```
11
Properties=species:S:1:pos:R:3:forces:R:3
O -2.19630 -0.28390 -0.73912 0.8 -3.3 -2.3
N -1.21017 0.68533 -0.86360 -5.5 3.1 -3.1
C -0.17563 0.67203 -0.14913 7.0 -1.6 5.3
N 0.51030 1.48395 0.61041 -0.9 1.2 -1.3
S 2.14827 0.91118 0.87161 -1.8 -1.0 -0.6
C 1.36886 -0.78150 0.73015 0.1 0.7 0.4
O 0.33232 -0.56662 -0.20241 0.3 -2.0 -0.1
H -1.96204 -0.97960 -1.50131 -0.8 2.2 2.5
H -1.71892 1.54613 -0.82754 0.0 0.7 -0.3
H 1.83792 -1.64237 0.31893 1.4 -0.2 -0.2
H 1.06537 -1.04463 1.75203 -0.7 0.2 -0.3
```
Forces are in eV/Å.

Results
ΔE to the lowest compared entry with this formula, charge and spin (kcal per mole): 90.06
Orbital gap (eV): 8.779
SMILES: ONC1=NSCO1
Spin multiplicity: 1

# 3
The following is a DFT calculation (the ωB97M-V functional and the def2-TZVPD basis) of a gas-phase ion, C22H34ClN6O (charge +1) in a non-equilibrium geometry.

Geometry as XYZ:
```
64
Properties=species:S:1:pos:R:3:forces:R:3
C -0.65223 -2.95891 -3.90414 -0.2 0.1 0.1
C -1.37538 -2.10972 -2.86673 0.3 -0.1 0.0
C -0.53578 -1.93310 -1.60110 -0.3 0.2 -0.1
C -1.28082 -1.08622 -0.57033 0.3 -0.3 -0.1
C -0.58104 -1.00485 0.78965 -0.5 -0.4 -0.3
C -1.45412 -0.45311 1.86809 -0.4 0.2 0.6
N -1.12677 0.65435 2.50984 0.5 -0.5 -0.9
N -2.05150 0.84098 3.43900 0.0 0.9 0.7
N -2.90646 -0.08317 3.41214 -1.0 -0.6 0.5
N -2.57729 -0.94092 2.43990 1.4 0.7 -0.5
C -3.36793 -2.10384 2.16060 -0.8 -0.4 -0.4
C -4.63170 -1.73478 1.35145 0.0 -0.3 0.3
C -5.65945 -0.92646 2.15235 0.1 0.1 -0.2
C -6.23322 0.01004 1.09071 0.2 -0.1 -0.1
C -5.00462 0.27093 0.22672 -0.2 0.4 0.0
O -4.26244 -0.94600 0.22841 0.1 -0.3 0.1
N 0.65596 -0.13704 0.82187 -0.1 0.1 0.4
C 0.66562 1.01061 -0.11815 0.1 0.8 -0.4
C 1.86108 1.90497 0.20683 -0.1 -0.2 -0.1
N 3.07436 1.12797 0.07352 0.0 -0.1 0.1
C 4.27353 1.86920 -0.11660 0.3 0.2 -0.1
C 5.18667 2.03926 0.91687 0.0 0.0 0.0
C 6.35795 2.74514 0.69907 -0.1 0.0 -0.2
Cl 7.48115 2.93769 1.99638 0.1 0.0 0.1
C 6.62491 3.29656 -0.54296 0.0 0.0 0.1
C 5.71268 3.11744 -1.56570 -0.1 0.0 0.1
C 4.53658 2.40240 -1.38232 0.0 0.0 0.0
C 3.59717 2.19988 -2.53251 0.1 0.1 0.0
C 3.09231 0.05873 1.04196 -0.2 -0.1 -0.2
C 1.92943 -0.88280 0.72627 0.9 -0.3 0.1
H -0.43613 -3.94847 -3.50852 0.1 -0.1 0.0
H -1.26819 -3.07417 -4.79094 0.0 -0.1 -0.1
H 0.28574 -2.49398 -4.19948 0.1 0.0 -0.1
H -1.59959 -1.12912 -3.29068 -0.1 0.1 0.0
H -2.32416 -2.58104 -2.60597 -0.1 0.1 0.0
H 0.41440 -1.47207 -1.87962 0.1 0.0 0.0
H -0.31702 -2.91756 -1.18036 0.1 -0.1 0.0
H -2.26574 -1.52899 -0.40887 0.1 0.1 0.1
H -1.47022 -0.08876 -0.96501 -0.1 0.1 0.1
H -0.26804 -2.01842 1.07410 0.1 0.2 0.0
H -2.75628 -2.81483 1.60237 0.0 0.1 0.1
H -3.67369 -2.54323 3.11209 0.1 -0.1 -0.1
H -5.06626 -2.67427 0.98403 0.0 0.1 0.1
H -6.41061 -1.56593 2.60712 0.0 0.0 0.1
H -5.16140 -0.35125 2.93506 -0.1 -0.1 0.0
H -6.64609 0.92342 1.50848 -0.1 0.0 0.0
H -7.00085 -0.49800 0.50751 0.0 0.0 0.0
H -5.23718 0.51485 -0.81004 0.0 0.0 0.1
H -4.38888 1.07447 0.65529 -0.1 0.0 -0.1
H 0.60240 0.32098 1.75647 0.1 -0.1 -0.2
H -0.26033 1.57247 0.00495 0.0 -0.1 0.0
H 0.75379 0.63885 -1.13845 -0.1 -0.1 0.1
H 1.88713 2.73916 -0.49260 -0.1 0.0 0.0
H 1.74353 2.31765 1.22429 0.0 0.0 -0.1
H 4.99896 1.63168 1.89694 0.0 0.0 0.1
H 7.53529 3.84893 -0.70797 0.1 0.0 0.0
H 5.92478 3.53330 -2.53889 0.0 0.0 -0.1
H 2.89068 3.02643 -2.61081 -0.1 0.0 -0.1
H 4.15486 2.15820 -3.46413 0.0 0.0 -0.1
H 3.04061 1.27415 -2.41250 -0.1 -0.1 -0.1
H 4.03183 -0.48796 0.95409 -0.1 0.0 0.1
H 2.98726 0.41371 2.08273 0.1 0.0 0.0
H 1.91886 -1.71217 1.43520 -0.2 0.1 0.0
H 2.03189 -1.27331 -0.28698 -0.1 0.0 0.1
```
Forces are in eV/Å.

Results
ΔE to the lowest compared entry with this formula, charge and spin (kcal per mole): 3.70
Charge: +1
Orbital gap (eV): 8.825
SMILES: CCCC[C@H](c1nnnn1C[C@H]1CCCO1)[NH+]1CCN(c2cc(Cl)ccc2C)CC1
Spin multiplicity: 1

# 4
The following is a DFT calculation (the ωB97M-V functional and the def2-TZVPD basis) of a molecular structure, C19H17FeN8S in a non-equilibrium geometry.

Geometry as XYZ:
```
46
Properties=species:S:1:pos:R:3:forces:R:3
Fe 0.16888 1.24476 0.06296 -0.1 0.4 0.0
C -2.70150 2.51029 -2.85365 -0.9 1.3 -0.1
C -2.80538 1.53412 -3.85387 -0.3 0.6 0.0
C -1.75937 0.66671 -3.94159 0.8 -2.2 0.9
C -0.87871 0.51647 -2.81032 -0.6 1.5 -0.6
N -0.82916 1.45440 -1.81512 -0.1 0.2 -0.6
C -1.66251 2.52088 -1.93846 -0.2 -1.0 -0.5
N -0.16652 -0.63067 -2.82089 1.1 -1.2 1.5
C 0.57870 -1.09937 -1.83452 -0.5 1.6 -0.5
N 1.00665 -0.42015 -0.66043 -0.9 -1.2 -0.3
C 1.68007 -1.34776 0.10147 0.5 0.9 -1.0
N 2.26610 -1.15893 1.24983 0.1 -0.4 0.3
C 2.22751 -0.06561 2.01636 0.2 0.7 1.6
C 2.81588 -0.23257 3.35137 -1.7 -0.2 -1.0
C 2.43296 0.66219 4.33887 -0.6 1.0 -1.5
C 1.86575 1.89868 3.88273 1.0 -1.1 1.3
C 1.63819 2.10653 2.53360 -0.6 0.6 0.4
N 1.58144 1.09158 1.65864 1.2 0.0 0.1
C 1.80564 -2.58605 -0.62593 0.0 -1.5 0.0
C 2.44520 -3.78902 -0.28402 -0.4 1.6 0.2
C 2.33453 -4.82712 -1.17480 0.0 -1.4 -0.3
C 1.61921 -4.71455 -2.37082 -0.2 0.0 -0.8
C 1.02219 -3.48598 -2.71803 0.0 -0.7 -0.1
C 1.08231 -2.44573 -1.80798 1.0 -0.9 0.0
H -3.43863 3.34096 -2.78829 0.6 -0.8 -0.1
H -3.66802 1.46207 -4.53385 0.6 0.3 0.3
H -1.67106 -0.16388 -4.67192 -0.2 0.9 0.4
H -1.53143 3.34600 -1.25373 -0.1 -0.2 0.0
H 3.22854 -1.21971 3.55933 0.2 0.4 -0.1
H 2.50961 0.42409 5.38760 0.3 0.2 0.1
H 1.60957 2.66856 4.61625 0.3 -0.1 -0.4
H 1.36323 3.13206 2.21533 0.1 -1.1 0.1
H 2.98980 -3.82558 0.64975 0.0 -0.3 -0.1
H 2.76974 -5.80536 -0.93827 0.0 0.5 -0.1
H 1.54785 -5.60881 -3.05884 0.1 1.3 0.9
H 0.51590 -3.35307 -3.66124 -0.1 -0.1 -0.1
N -1.60323 0.06174 0.96260 -0.7 1.9 -0.8
N -2.49806 1.06752 1.50703 -1.2 -2.5 1.3
C -2.20736 2.35294 1.71663 0.2 1.6 0.4
N -3.09376 3.06715 2.43728 -0.4 -1.1 -0.4
S -0.87189 3.23023 1.17007 0.2 -0.7 -0.5
H -2.07611 -0.34448 0.14856 0.1 0.2 0.2
H -1.45068 -0.69946 1.60091 0.1 -0.1 0.7
H -3.22598 0.69293 2.17069 1.0 0.3 -1.2
H -4.04031 2.71210 2.57396 0.4 0.4 0.2
H -2.92581 4.05891 2.50476 -0.2 0.0 0.1
```
Forces are in eV/Å.

Results
ΔE to the lowest compared entry with this formula, charge and spin (kcal per mole): 13.54
Charge: +2
Orbital gap (spin up / spin down) (eV): 7.432 / 4.665
<S²>: 8.88
Spin multiplicity: 6